1.
The following is a DFT calculation (ωB97M-V/def2-TZVPD) of 4 unconnected molecules or ions with the total composition C23H31ClO13 at a distorted geometry.

**Largest force on an atom**: 5.0 eV/Å
**SMILES**: C[C@@H](CC1=C(Cl)C(=O)OC1=O)OCc1ccccc1.COC(=O)OC.COC(=O)OC.COC(=O)OC
**Spin multiplicity**: 1
**HOMO level**: -8.50 eV
**Net charge**: 0
**HOMO-LUMO gap**: 7.217 eV
**LUMO energy**: -0.047 Eh

CARTESIAN COORDINATES (ANGSTROEM)
C -0.22104 -4.51431 -2.15823
C 0.53450 -4.22818 -3.55239
C -0.50009 -3.98267 -4.79293
C -0.87530 -2.45688 -5.01585
C -1.96152 -1.72525 -4.47023
Cl -3.26349 -2.35960 -3.37578
C -1.93223 -0.19400 -4.90752
O -2.67829 0.75724 -4.62510
O -0.75786 -0.02205 -5.71921
C -0.14710 -1.31894 -5.86508
O 0.83766 -1.35891 -6.62273
O 1.59362 -3.25714 -3.48665
C 1.32711 -2.17349 -2.56599
C 2.09146 -0.87700 -3.17829
C 1.67065 0.49152 -2.52720
C 2.32084 1.78217 -3.08727
C 3.32862 1.64669 -4.26091
C 3.75515 0.28992 -4.87800
C 3.11105 -1.00485 -4.32991
H 0.45183 -4.92881 -1.33884
H -0.84903 -3.62517 -1.78401
H -0.99841 -5.33955 -2.39722
H 1.04748 -5.23086 -3.82250
H 0.07680 -4.33172 -5.73088
H -1.43191 -4.64225 -4.70127
H 1.75184 -2.42383 -1.53707
H 0.21676 -1.85007 -2.53363
H 0.89927 0.55646 -1.67823
H 2.01587 2.78004 -2.64046
H 3.77456 2.60710 -4.68293
H 4.49856 0.23774 -5.73376
H 3.36924 -2.03259 -4.76241
C -0.08021 -3.12062 3.52814
O -1.11798 -2.28902 3.01254
C -0.76520 -1.57379 1.93256
O 0.31785 -1.58687 1.39468
O -1.82529 -0.84125 1.55341
C -1.58923 -0.02547 0.40846
H -0.47682 -3.64906 4.39559
H 0.22754 -3.85908 2.78434
H 0.77218 -2.51839 3.85028
H -1.34036 -0.64172 -0.45899
H -0.79628 0.69918 0.60852
H -2.50780 0.52035 0.19095
C 1.54935 2.06770 3.12409
O 1.01025 3.38896 3.07201
C 1.59323 4.18795 2.16070
O 2.49471 3.87985 1.42160
O 0.99470 5.38926 2.21827
C 1.51558 6.34708 1.29798
H 1.00606 1.51326 3.89071
H 1.41236 1.55756 2.16772
H 2.60523 2.09290 3.40139
H 1.37718 6.00787 0.26906
H 2.57051 6.54317 1.50168
H 0.95951 7.27533 1.43307
C -1.51546 2.89442 4.50257
O -1.96113 1.65427 5.05351
C -2.74773 1.78187 6.13476
O -3.08650 2.82057 6.64657
O -3.09163 0.54965 6.54723
C -3.93397 0.53244 7.69797
H -0.89328 2.67167 3.64033
H -2.36472 3.49507 4.16864
H -0.91419 3.44518 5.22918
H -4.87930 1.03899 7.49130
H -3.42930 0.98951 8.55204
H -4.14646 -0.50957 7.93964

Force components x, y, z for each atom (eV/Å):
-1.1128 -0.3159 -0.7304
-0.3289 -1.5556 0.4047
0.9926 0.7484 -0.7682
-2.3797 2.4103 1.1129
1.4317 -0.8453 -0.8060
1.7859 0.9322 -1.4947
-0.8162 1.9164 0.5885
2.7873 -4.0398 -1.0183
-1.8092 -2.6438 1.5795
3.0525 0.2434 -2.1807
-3.7783 -0.6414 2.9851
-1.6963 -0.1454 0.6347
0.9326 1.9662 -0.9572
0.4511 2.0016 -0.1768
2.9133 0.1390 -3.3171
0.5291 -4.0549 -1.3425
-1.0179 -2.2347 1.0650
-2.9404 0.2042 3.0565
-0.8899 3.3837 1.5729
-0.6907 0.8033 -1.1743
1.1739 -1.2988 -0.4912
1.2704 1.2318 0.4213
-0.7194 1.6608 0.3768
-0.9931 0.6992 1.3896
1.2463 1.2059 0.0286
-0.8135 0.3593 -1.2414
1.7428 -0.8543 0.1418
1.3703 -0.2920 -1.4723
0.6332 -1.4081 -0.8304
-0.6511 -1.5481 0.6445
-1.1401 0.1817 1.3113
-0.5305 1.8079 0.7913
0.2716 -0.2818 0.2257
0.0268 0.2952 -0.4212
-0.1146 -0.0284 0.1224
-0.4727 0.0313 0.1995
0.3247 -0.2890 0.1794
-0.0438 0.2896 -0.3292
-0.1951 0.2045 -0.1488
0.0758 0.1906 0.0217
-0.0358 -0.0769 -0.1860
0.1266 0.0652 0.1101
0.0338 -0.1724 -0.0722
0.0014 -0.1960 0.2337
0.2006 -0.4692 0.0386
0.3597 0.4068 -0.3448
0.0272 0.1050 -0.0277
-0.3969 0.1077 0.3068
0.0740 -0.4607 0.1104
0.1211 0.3746 -0.2757
-0.0900 0.2821 -0.0285
0.1776 0.0962 0.0534
-0.0898 0.0194 -0.2007
0.1589 -0.0435 0.1269
-0.0815 -0.1541 -0.1191
-0.0813 -0.2471 0.1850
0.0160 0.2940 -0.2335
-0.3164 -0.1257 0.4403
0.0659 -0.0753 -0.1168
0.1172 -0.4204 -0.1787
0.1651 0.2965 -0.1891
-0.2499 -0.0761 0.3352
-0.3138 -0.2064 0.2376
0.0669 0.0037 0.2165
-0.1730 0.0047 -0.0565
0.1752 0.0872 0.0718
-0.1180 0.0992 -0.1405
0.1816 0.0523 -0.2489

=====

2.
The following is a DFT calculation (ωB97M-V/def2-TZVPD) of a molecular structure, C34H35ILaN14O7S at a distorted geometry.

**Largest force on an atom**: 3.5 eV/Å
**Spin multiplicity**: 1
**HOMO level**: -2.79 eV
**Net charge**: -1
**HOMO-LUMO gap**: 4.779 eV
**LUMO energy**: 0.073 Eh

CARTESIAN COORDINATES (ANGSTROEM)
La 0.44208 -1.02658 1.17100
C -2.80888 -2.87535 3.61850
C -3.58762 -2.36727 2.43213
N -4.84986 -2.11436 2.63811
C -5.68697 -1.83374 1.64471
C -5.23802 -1.67068 0.34442
C -6.13649 -1.02556 -0.66781
O -6.27193 -1.68404 -1.94057
C -3.92131 -2.00885 0.04586
C -3.64092 -2.44656 -1.29279
N -2.50883 -2.51513 -1.88571
C -2.42340 -2.88546 -3.20016
C -3.50107 -2.81801 -4.13659
C -3.31632 -3.23162 -5.42155
C -2.09181 -3.84801 -5.78767
C -1.02259 -3.92445 -4.91559
C -1.19992 -3.37946 -3.65122
I 0.44364 -2.93761 -2.40622
C -2.98036 -2.16888 1.11143
O -1.67900 -2.11690 0.99072
H -3.48498 -3.18451 4.43053
H -2.13770 -3.72447 3.41079
H -2.07111 -2.10820 3.92257
H -6.71521 -1.62860 1.88876
H -7.13524 -0.92000 -0.19897
H -5.75210 -0.04338 -0.91724
H -7.20097 -1.90126 -2.03402
H -4.56560 -2.77839 -1.83468
H -4.44971 -2.36650 -3.76650
H -4.10118 -3.00775 -6.16727
H -1.99676 -4.29260 -6.77353
H -0.09500 -4.41791 -5.19300
N 2.80725 6.93579 2.19585
C 3.01248 5.61230 2.45918
C 3.68266 4.76269 1.52441
C 3.85773 3.41269 1.80729
C 3.28435 2.86929 2.94125
C 2.63883 3.69309 3.91097
C 2.55268 5.05066 3.69087
S 2.96138 1.11356 3.02209
O 3.37582 0.79519 4.35620
O 3.67470 0.50376 1.94807
N 1.42443 0.92898 2.65011
C 0.42443 1.05537 3.53691
N 0.55259 1.69995 4.70882
C -0.51116 1.92756 5.46883
C -1.77886 1.46173 5.13195
C -1.80396 0.67872 3.94819
N -0.74976 0.50157 3.15421
H 3.20700 7.27611 1.30769
H 2.47960 7.61378 2.89975
H 4.02262 5.19183 0.59907
H 4.43544 2.83074 1.13245
H 2.28186 3.26973 4.87597
H 2.02395 5.69075 4.37541
H -0.33543 2.50653 6.34567
H -2.66439 1.61094 5.76688
H -2.68794 0.15837 3.65249
N 3.20368 2.48300 -1.96937
C 2.58366 1.68275 -1.06668
N 1.46958 1.27330 -1.59248
C 1.34729 1.93625 -2.77502
N 2.39362 2.70076 -3.01978
C 0.32047 1.81172 -3.80109
C 0.74392 2.23625 -5.06720
N -0.03396 2.05958 -6.15814
C -1.30449 1.70947 -5.92996
C -1.72650 1.35247 -4.63369
N -0.92396 1.28440 -3.59320
H 4.05257 3.02289 -1.88143
H 2.99233 1.37675 -0.11639
H 1.70133 2.70415 -5.24585
H -1.96327 1.63938 -6.82561
H -2.74409 0.99962 -4.50188
O 0.65128 -2.21837 3.22267
N 0.98854 -3.39276 2.76425
O 0.93718 -4.40917 3.42083
O 1.34768 -3.41414 1.52829
C 5.56276 -2.68915 -1.49796
N 5.04889 -1.86405 -0.36731
C 6.02705 -1.18464 0.51317
C 3.74792 -1.68428 -0.22559
N 2.62736 -1.40817 -0.01009
H 6.26539 -3.45624 -1.14623
H 6.05071 -2.02792 -2.20378
H 4.71332 -3.18495 -1.97255
H 6.34372 -1.83696 1.31640
H 5.55253 -0.28991 0.92666
H 6.95228 -0.94948 -0.07215
C -1.25037 0.79421 -0.15554
H -1.18174 0.65485 -1.24511
H -0.81937 1.78761 0.13237
H -2.16052 0.60126 0.38043

Force components x, y, z for each atom (eV/Å):
-2.4365 1.7961 -1.8382
1.0171 0.2378 -0.0302
0.4684 -0.0215 -0.6831
-0.6541 -1.0981 0.9189
0.5429 1.3392 -1.1122
-0.9347 -0.6489 0.5594
-0.7293 -0.1493 0.1030
-0.5283 -0.1567 0.0021
1.4694 -0.4209 0.7168
-0.2942 -0.0694 -1.7460
-0.0373 0.8956 1.2049
-0.7196 -0.9322 -0.9870
-0.0440 0.7262 1.5959
0.4013 -0.1697 -0.9884
-0.7414 -0.0350 -0.4847
-0.4558 0.0373 0.1924
0.4260 0.5917 0.4262
0.1555 -0.3845 -0.1407
1.0566 0.3786 0.6284
-1.5771 -0.9113 0.1733
0.2352 0.4798 -0.3118
-0.4027 0.1121 -0.3983
-0.4533 -0.2153 0.3058
-0.2788 0.1666 0.2114
0.4288 0.1220 -0.2463
0.1094 0.3461 0.2644
-0.0023 -0.1337 -0.1264
0.9330 0.2255 0.4963
0.7870 -0.3352 -0.6030
0.5174 -0.5480 0.3892
0.0212 0.1922 -0.0126
-0.1133 0.2707 -0.0052
0.2196 1.2726 -0.9178
0.1756 -1.5751 0.5359
-0.5923 0.8797 1.4158
-0.7642 1.1112 0.3768
-1.1855 -0.0675 0.3630
0.8169 -0.3993 0.1380
0.3120 0.0685 -1.3966
0.3214 2.0934 1.6034
-0.3944 -0.9001 0.4315
0.9044 -0.7549 -1.5282
0.6311 -0.6671 -0.2328
-1.3126 0.6871 1.5189
0.4794 0.3623 -0.0584
-0.5025 -0.7308 -1.2399
0.1913 -0.6288 -0.6328
0.5851 0.6829 0.7167
-0.0044 -0.1696 0.3464
-0.5560 0.0055 1.1986
0.4537 -0.9386 -0.8557
0.2860 0.1018 -0.2437
0.1115 -0.7100 -0.4849
0.1854 0.1537 -1.1950
0.0056 0.1583 0.3115
0.0935 0.3099 0.7024
0.5312 -0.1075 -0.4897
-0.6041 -0.1664 -0.2380
-0.1920 0.5956 0.4793
0.4364 -0.1086 -0.8918
-1.2437 -0.4736 0.2960
0.9938 -0.2876 1.2049
0.5930 0.1979 -0.2546
-0.8497 -0.2106 -0.8567
-1.3694 -0.6012 -0.8918
-0.4342 0.7606 0.6266
0.5819 -0.2830 -0.1145
-0.3020 -0.4547 -0.9484
1.7032 1.0915 -0.1366
-0.2393 -0.1134 0.0387
0.1111 0.0092 0.0438
0.0780 -0.3067 0.1683
0.4415 -0.0032 0.9220
-0.0210 0.0375 0.1690
0.4194 -2.0431 0.9359
-0.0920 0.1321 -0.9022
0.0276 0.9929 -0.0219
-0.3220 -0.1476 1.3427
-0.6262 0.1955 0.8058
0.3201 -0.5650 -0.6025
0.0446 0.1515 -0.6781
-1.1927 0.8934 0.7301
2.8685 -0.8437 -1.1974
-0.1869 0.2714 0.0566
0.1590 0.0231 -0.2421
0.1624 0.0846 -0.0007
-0.1053 -0.2124 0.2883
0.2695 -0.1576 -0.0275
-0.9468 0.0243 0.2514
2.1977 0.0514 0.6303
-0.5803 -0.0002 0.5816
-0.4207 -0.4531 -0.2473
-0.8373 -0.0066 -0.1769

=====

3.
The following is a DFT calculation (ωB97M-V/def2-TZVPD) of a single C4H7NO2 molecule.

**Largest force on an atom**: 0.4 eV/Å
**SMILES**: O[C@@H]1CN=COC1
**Spin multiplicity**: 1
**HOMO level**: -9.89 eV
**Net charge**: 0
**HOMO-LUMO gap**: 10.707 eV
**LUMO energy**: 0.030 Eh

CARTESIAN COORDINATES (ANGSTROEM)
O 0.42216 1.70388 -0.62016
C 0.86792 0.41563 -0.25193
C 0.19260 -0.68212 -1.06972
N -1.24073 -0.74383 -0.79099
C -1.60722 -0.42007 0.37762
O -0.86563 0.00483 1.41825
C 0.54608 0.13842 1.20886
H -0.47711 1.62078 -0.96532
H 1.95629 0.40847 -0.38580
H 0.63935 -1.65475 -0.83082
H 0.32767 -0.51802 -2.14238
H -2.65828 -0.44912 0.66116
H 1.03099 -0.78514 1.54199
H 0.86591 0.96104 1.84925

Force components x, y, z for each atom (eV/Å):
-0.2189 0.1019 -0.2115
0.0741 -0.3185 0.1564
0.1592 0.0033 -0.0949
-0.0931 0.0647 0.3897
-0.0948 -0.0484 -0.2317
-0.0853 -0.0015 -0.0139
0.2202 0.0012 0.0571
0.0909 0.0899 0.0706
-0.1649 -0.0836 0.0234
0.0154 0.1202 -0.0650
0.0215 0.0404 0.1292
0.1063 0.0053 -0.0788
-0.0087 0.0689 -0.0416
-0.0219 -0.0438 -0.0890

=====

In eV, the total energy values for the records above are, in order, -63487.735, -90813.303, -9845.860.